Entry 1:
{
  "formula": "C5H10S",
  "method": "wB97M-V/def2-TZVPD",
  "gap_ev": 8.614,
  "e_above_lowest_kj_mol": 130.1,
  "e_homo_ev": -8.664,
  "e_tot_ev": -16181.129,
  "smiles": "CC[C@@H](C)C=S",
  "species": ["C", "C", "C", "C", "C", "S", "H", "H", "H", "H", "H", "H", "H", "H", "H", "H"],
  "xyz": [[-0.36980, -1.94852, -0.00577], [-0.98576, -0.49336, -0.22371], [0.12799, 0.54750, -0.35989], [-0.15276, 1.95099, -0.00397], [1.36135, 0.13138, 0.40075], [2.79784, -0.24785, -0.20211], [0.66518, -1.97832, -0.46704], [-0.08139, -2.11440, 1.12048], [-1.01535, -2.80163, -0.33442], [-1.75730, -0.53967, -0.99211], [-1.54372, -0.25243, 0.72452], [0.49500, 0.48850, -1.38919], [-0.97691, 2.32725, -0.60286], [0.63837, 2.62001, -0.28491], [-0.41110, 2.09970, 1.06475], [1.20837, 0.21085, 1.55546]],
  "forces_ev_per_angstrom": [[1.2, 0.2, 1.2], [-0.3, -1.4, 2.5], [1.4, -1.7, -1.4], [-1.4, 1.3, 0.5], [-0.3, 0.5, 2.4], [0.0, 0.1, 0.1], [-1.5, -0.4, 0.0], [-0.9, 0.3, -1.9], [0.6, 0.9, 0.2], [0.4, 0.5, -0.3], [0.3, -0.2, -0.8], [-0.3, 0.2, -0.2], [-0.5, -0.1, 0.1], [0.8, 0.1, 0.2], [0.2, -0.1, -0.5], [0.4, -0.3, -1.8]],
  "nbo_charge": [-0.63, -0.39, -0.34, -0.60, -0.23, 0.07, 0.22, 0.21, 0.22, 0.22, 0.20, 0.21, 0.22, 0.22, 0.21, 0.19]
}

Entry 2:
{
  "formula": "C5H10S",
  "method": "wB97M-V/def2-TZVPD",
  "gap_ev": [7.755, 8.304],
  "e_above_lowest_kj_mol": 372.9,
  "e_homo_ev": [-7.298, -7.764],
  "e_tot_ev": -16178.613,
  "species": ["C", "C", "C", "C", "C", "S", "H", "H", "H", "H", "H", "H", "H", "H", "H", "H"],
  "xyz": [[-0.67776, -1.39343, -0.84709], [-1.17736, -1.53397, 0.60250], [0.50051, 0.40987, 0.23193], [-0.54595, 1.44174, 0.02327], [1.94363, 0.74305, -0.02203], [0.29733, -0.85159, 1.52317], [0.18566, -1.98493, -1.08395], [-1.55430, -1.18464, -1.58579], [-2.04980, -0.95856, 0.91581], [-1.41649, -2.54752, 0.72916], [-0.76504, 2.07820, 0.94129], [-1.40875, 0.90289, -0.38951], [-0.10735, 2.13184, -0.72379], [2.66947, -0.03987, 0.02400], [2.14948, 1.53763, 0.65257], [1.95670, 1.24929, -0.99155]],
  "forces_ev_per_angstrom": [[-1.8, 2.2, 0.6], [1.5, 1.5, -0.6], [0.0, -2.9, -0.1], [0.3, 0.9, 0.2], [-1.7, 0.8, -1.1], [-0.9, -0.2, -0.4], [0.0, -0.3, -0.4], [2.1, -0.5, 0.8], [0.1, 0.2, -0.5], [-0.1, -1.6, 1.0], [0.1, -0.9, -0.9], [-0.1, 1.0, 0.4], [-0.7, -0.2, 0.1], [0.1, -0.5, 0.2], [0.8, 0.8, 1.0], [0.4, -0.2, -0.2]],
  "nbo_charge": [-0.36, -0.56, 0.00, -0.70, -0.69, 0.16, 0.20, 0.19, 0.21, 0.22, 0.22, 0.23, 0.22, 0.23, 0.22, 0.22]
}

Entry 3:
{
  "formula": "C5H10S",
  "method": "wB97M-V/def2-TZVPD",
  "gap_ev": 9.683,
  "e_above_lowest_kj_mol": 154.1,
  "e_homo_ev": -8.852,
  "e_tot_ev": -16180.880,
  "smiles": "CC(C)=CCS",
  "species": ["C", "C", "C", "C", "C", "S", "H", "H", "H", "H", "H", "H", "H", "H", "H", "H"],
  "xyz": [[-1.59953, -0.07198, -0.37509], [-0.07093, 0.43599, -0.46670], [0.03157, 1.38536, -1.71957], [0.90279, 0.13263, 0.30826], [0.96366, -0.58186, 1.62781], [1.69863, -2.19173, 1.51780], [-2.01615, -0.67553, -1.17084], [-1.82383, -0.70714, 0.51336], [-2.29616, 0.71300, -0.30434], [0.13058, 0.72369, -2.65727], [0.95043, 1.98438, -1.66637], [-0.79186, 2.08308, -1.77012], [1.86187, 0.37856, -0.03702], [1.58721, 0.05631, 2.22368], [-0.09124, -0.74395, 2.15031], [0.56297, -2.92081, 1.82610]],
  "forces_ev_per_angstrom": [[1.7, -1.0, 1.8], [-5.5, 0.9, -3.4], [1.6, -2.1, 0.0], [1.0, -1.2, 1.8], [-3.1, 0.2, 0.3], [-0.3, -1.7, 0.3], [0.8, -0.1, -0.8], [0.6, 0.4, -0.3], [-0.6, 1.5, 0.1], [-0.5, 1.2, 1.2], [-0.1, -0.2, 0.0], [-0.4, -0.2, -0.1], [1.4, 0.8, -0.3], [0.2, 0.1, 0.8], [2.3, 0.8, -1.1], [1.0, 0.6, -0.3]],
  "nbo_charge": [-0.66, 0.06, -0.64, -0.24, -0.57, -0.03, 0.22, 0.20, 0.21, 0.22, 0.21, 0.22, 0.20, 0.22, 0.23, 0.13]
}

Entry 4:
{
  "formula": "C5H11AgCl4O",
  "method": "wB97M-V/def2-TZVPD",
  "gap_ev": [8.457, 6.863],
  "e_above_lowest_kj_mol": 0.0,
  "e_homo_ev": [-13.445, -13.445],
  "spin_multiplicity": 2,
  "e_tot_ev": -61490.664,
  "total_charge": 1,
  "species": ["Ag", "C", "O", "H", "H", "H", "Cl", "C", "C", "Cl", "H", "H", "H", "H", "Cl", "C", "C", "Cl", "H", "H", "H", "H"],
  "xyz": [[-2.43689, 3.45236, 0.71489], [-1.93342, 0.08755, 0.84283], [-2.64583, 1.17378, 0.41888], [-1.06174, 0.35775, 1.44781], [-2.60492, -0.58316, 1.39991], [-1.58623, -0.50532, -0.01980], [1.02115, -4.91207, 1.20875], [0.81680, -3.19573, 0.78006], [0.74731, -2.98688, -0.72093], [0.77116, -1.25490, -1.14571], [1.70489, -2.71033, 1.18243], [-0.05695, -2.78972, 1.28223], [-0.16858, -3.42148, -1.11777], [1.57665, -3.45997, -1.23796], [0.43740, 3.88772, -2.23320], [0.52553, 2.36317, -1.33610], [1.05151, 2.58565, 0.06413], [0.09557, 3.77537, 1.00212], [1.12808, 1.61895, -1.85615], [-0.47603, 1.92414, -1.33231], [2.07106, 2.95956, 0.06202], [1.02350, 1.63354, 0.59388]],
  "forces_ev_per_angstrom": [[0.2, -0.1, -0.1], [0.6, 0.3, 0.3], [-0.3, -0.2, -0.2], [-0.1, -0.1, 0.1], [-0.1, 0.0, -0.1], [-0.3, 0.0, -0.2], [-0.3, 0.1, -0.3], [0.7, 0.4, 0.1], [-0.3, -0.9, 0.0], [0.0, 0.2, 0.1], [-0.1, 0.2, 0.0], [-0.1, -0.2, 0.0], [0.0, 0.2, -0.1], [0.1, 0.1, 0.1], [0.1, -0.1, -0.2], [-0.5, 0.0, 0.1], [0.2, -0.8, -0.4], [-0.1, 0.2, 0.2], [0.4, 0.3, 0.0], [0.0, 0.2, 0.2], [0.0, 0.2, 0.0], [0.0, 0.1, 0.2]],
  "nbo_charge": [0.92, -0.33, -0.36, 0.17, 0.26, 0.26, -0.02, -0.39, -0.38, -0.09, 0.22, 0.21, 0.23, 0.24, -0.02, -0.41, -0.37, -0.08, 0.25, 0.21, 0.25, 0.23]
}

Entry 5:
{
  "formula": "C5H11AlFO8P",
  "method": "wB97M-V/def2-TZVPD",
  "gap_ev": 4.152,
  "e_above_lowest_kj_mol": 0.0,
  "e_homo_ev": 0.253,
  "e_tot_ev": -40348.872,
  "total_charge": -2,
  "species": ["Al", "P", "O", "O", "O", "O", "C", "O", "H", "H", "H", "F", "C", "C", "O", "C", "O", "O", "C", "H", "H", "H", "H", "H", "H", "H", "H"],
  "xyz": [[-1.79625, -0.13731, -1.48904], [-3.80540, -0.86984, -0.43540], [-4.15659, 0.09382, -1.65607], [-2.83648, -1.96015, -1.15770], [-5.05029, -1.39319, 0.29096], [-2.93894, 0.05792, 0.43184], [0.79630, 0.24696, -2.72118], [-0.44881, -0.24127, -3.00259], [0.78450, 0.97597, -1.91092], [1.51817, -0.44879, -2.29348], [1.08980, 0.88030, -3.55834], [-1.90959, 1.83058, -0.86549], [2.39613, -1.76224, 2.05249], [2.55236, -0.88035, 0.85248], [1.33830, -0.79499, 0.08462], [0.37017, 0.19439, 0.19305], [-0.60628, 0.17132, -0.54332], [0.70328, 1.14528, 1.16324], [-0.13233, 2.25721, 1.47604], [3.26419, -1.84140, 2.70693], [2.03650, -2.74428, 1.74530], [1.56043, -1.34562, 2.61476], [3.42698, -1.30888, 0.36310], [2.85477, 0.13705, 1.10055], [-0.13190, 3.05232, 0.73045], [0.32914, 2.59499, 2.40396], [-1.20819, 2.09017, 1.42369]],
  "forces_ev_per_angstrom": [[-8.5, 0.1, -4.5], [-3.7, 0.6, -0.2], [1.7, -1.0, -0.2], [1.5, 2.1, 0.4], [1.2, -0.5, -0.7], [1.5, -1.6, 0.4], [-0.6, 1.3, 0.2], [-2.1, -0.6, 1.4], [0.0, 0.7, 0.1], [0.5, -0.7, -0.9], [1.0, -0.4, -0.5], [0.1, 0.7, -2.0], [-1.7, 0.1, 0.6], [0.6, 1.1, 0.6], [-0.9, 0.5, -0.1], [0.3, 0.5, 0.5], [10.5, -0.3, 8.7], [-0.4, -2.8, -2.6], [-0.8, 1.0, -0.5], [0.1, 0.1, -0.3], [0.3, -0.1, -0.1], [0.0, -0.1, 0.5], [-0.6, 0.1, -1.5], [-0.1, 0.0, 0.3], [0.9, -0.1, -0.4], [-0.6, 0.1, 0.1], [-0.1, -1.0, 0.7]],
  "nbo_charge": [2.06, 2.40, -1.22, -1.23, -1.23, -1.22, -0.22, -0.94, 0.11, 0.13, 0.14, -0.85, -0.64, -0.06, -0.51, 1.12, -0.70, -0.53, -0.28, 0.20, 0.22, 0.22, 0.18, 0.19, 0.21, 0.16, 0.29]
}

Entry 6:
{
  "formula": "C5H11B",
  "method": "wB97M-V/def2-TZVPD",
  "gap_ev": 8.463,
  "e_above_lowest_kj_mol": 232.0,
  "e_homo_ev": -7.889,
  "e_tot_ev": -6037.147,
  "smiles": "C/B=C/C.C=C",
  "species": ["C", "B", "C", "C", "H", "H", "H", "H", "H", "H", "H", "C", "C", "H", "H", "H", "H"],
  "xyz": [[0.66525, -2.39815, 0.25770], [0.87794, -0.98633, -0.32793], [0.91390, 0.29608, -0.85039], [1.89805, 1.01812, -1.73403], [0.39855, -3.13975, -0.49385], [-0.16353, -2.34997, 0.96632], [1.52568, -2.77358, 0.80982], [0.08871, 0.94026, -0.55200], [2.47723, 1.74200, -1.15644], [1.37723, 1.55888, -2.52338], [2.58969, 0.31737, -2.19770], [-2.59045, 0.94803, 0.84943], [-1.63009, 0.97775, 1.74992], [-2.58297, 1.59995, -0.00799], [-3.42409, 0.27364, 0.92698], [-0.79296, 1.64816, 1.67338], [-1.62814, 0.32754, 2.61014]],
  "forces_ev_per_angstrom": [[0.2, 0.1, -0.2], [-0.4, 0.0, 0.0], [0.1, 0.0, 0.1], [0.1, -0.3, 0.1], [0.0, 0.0, -0.1], [-0.1, 0.1, 0.1], [0.1, 0.1, 0.1], [-0.2, -0.2, 0.2], [0.0, 0.0, -0.1], [0.0, 0.0, -0.1], [0.1, 0.1, -0.1], [-0.1, 0.0, -0.1], [0.1, -0.1, 0.2], [0.0, 0.1, -0.2], [-0.2, -0.2, 0.1], [0.2, 0.2, -0.1], [-0.1, -0.1, 0.1]],
  "nbo_charge": [-1.06, 0.88, -0.86, -0.60, 0.25, 0.27, 0.25, 0.26, 0.20, 0.20, 0.20, -0.38, -0.39, 0.19, 0.19, 0.20, 0.19]
}